Version w
Formula: C6H7N3O2
Source: the Open Molecules 2025 dataset
Level of theory: ωB97M-V/def2-TZVPD

Computed properties:
SMILES: C/C(=N\O)Oc1cncnc1
frontier orbital gap: 9.392 eV
E_LUMO: 0.0 eV

The geometry in ORCA input format:
```
! wB97M-V def2-TZVPD RIJCOSX def2/J DEFGRID3
* xyz 0 1
C -0.59 1.67 0.51
C 0.20 1.51 -0.75
N 0.39 2.53 -1.57
O -0.33 3.73 -1.14
O 0.60 0.25 -1.00
C 0.36 -0.94 -0.21
C -0.92 -1.37 0.10
N -0.98 -2.65 0.49
C 0.13 -3.33 0.75
N 1.34 -2.92 0.69
C 1.44 -1.65 0.23
H -0.55 2.68 0.74
H -1.60 1.56 0.50
H -0.33 1.01 1.41
H 0.16 4.36 -1.60
H -1.73 -0.71 0.04
H -0.04 -4.40 0.91
H 2.46 -1.32 -0.10
*
```

=====

Version x
Formula: C6H7N3O2
Source: the Open Molecules 2025 dataset
Level of theory: ωB97M-V/def2-TZVPD

Computed properties:
frontier orbital gap (alpha / beta): 7.615 / 6.586 eV
E_LUMO (alpha / beta): -1.8 / -2.5 eV

The geometry in ORCA input format:
```
! wB97M-V def2-TZVPD RIJCOSX def2/J DEFGRID3
* xyz 0 1
C -1.01 -0.87 2.65
C 0.24 0.62 1.22
C 0.46 0.91 -0.09
C -0.15 0.08 -1.21
C -0.96 -1.08 -0.82
C 1.22 2.11 -0.53
N -1.59 -1.31 3.55
N -0.41 -0.46 1.61
N -0.36 -2.32 -0.71
O -1.08 -3.27 -0.43
O 0.85 -2.40 -0.91
H 0.61 1.31 1.98
H -0.72 0.76 -1.85
H 0.71 -0.32 -1.77
H -2.03 -1.06 -0.68
H 0.53 2.94 -0.74
H 1.76 1.91 -1.46
H 1.93 2.44 0.22
*
```

=====

Which is most stable? The ranking, best first, is version w, version x.

=====

Version w
Formula: C3H10N
Source: the Open Molecules 2025 dataset
Level of theory: ωB97M-V/def2-TZVPD

Computed properties:
frontier orbital gap: 9.697 eV
E_LUMO: -4.2 eV

The geometry in ORCA input format:
```
! wB97M-V def2-TZVPD RIJCOSX def2/J DEFGRID3
* xyz 1 1
N -1.58 -0.11 1.59
H -1.98 -0.80 0.95
H -0.56 -0.12 1.38
H -1.70 -0.38 2.56
H -1.95 0.83 1.42
C 0.60 1.28 -0.68
C 1.15 -0.09 -0.73
C 0.47 -1.23 -0.70
H 0.89 1.81 0.24
H -0.49 1.39 -0.79
H 0.99 1.91 -1.49
H 2.23 -0.16 -0.75
H 0.95 -2.19 -0.69
H -0.62 -1.31 -0.72
*
```

=====

Version x
Formula: C3H10N
Source: the Open Molecules 2025 dataset
Level of theory: ωB97M-V/def2-TZVPD

Computed properties:
SMILES: CC(C)[NH3+]
frontier orbital gap: 13.304 eV
E_LUMO: -3.7 eV

The geometry in ORCA input format:
```
! wB97M-V def2-TZVPD RIJCOSX def2/J DEFGRID3
* xyz 1 1
C -0.91 1.18 -0.17
C -0.33 -0.22 0.00
C 0.45 -0.71 -1.20
N 0.60 -0.27 1.25
H -1.74 1.33 0.54
H -0.18 1.96 -0.05
H -1.19 1.29 -1.22
H -1.08 -0.95 0.30
H 0.84 0.01 -1.90
H -0.15 -1.43 -1.76
H 1.41 -1.27 -1.01
H 1.31 -1.00 1.16
H 1.15 0.59 1.35
H 0.08 -0.34 2.12
*
```

=====

Which is most stable? The ranking, best first, is version x, version w.